Record 1
A molecular structure, C21H27B3F12HfN2O13 in a non-equilibrium geometry, computed with ωB97M-V/def2-TZVPD.

HOMO-LUMO gap = 9.467 eV
E_HOMO = -0.35949 Eh

```
79
Properties=species:S:1:pos:R:3:lowdin_charge:R:1
Hf -0.97 -0.13 -1.95 2.035
B 1.80 -0.85 -3.81 -1.111
F 1.91 -2.06 -4.52 0.132
F 2.16 -0.82 -2.55 0.244
F 1.87 0.33 -4.56 0.150
F 0.22 -0.75 -3.71 -0.104
B -4.34 -2.33 -2.34 -0.748
F -4.62 -1.87 -3.69 0.100
F -2.66 -1.35 -2.29 -0.287
F -4.72 -1.51 -1.30 0.154
F -3.72 -3.49 -2.06 0.221
B -0.73 0.04 1.23 -1.015
F -1.53 1.11 1.44 0.211
F 0.04 0.50 -0.30 -0.191
F 0.34 -0.23 2.00 0.226
F -1.32 -1.08 0.67 0.152
O -0.50 2.53 -4.95 0.167
C -0.74 1.83 -3.87 -0.881
O -1.76 1.06 -3.91 -0.058
O -0.07 1.91 -2.89 0.030
H -1.14 2.30 -5.66 0.154
C 2.84 2.81 0.78 -0.067
C 1.75 3.59 0.50 -0.074
C 1.48 4.74 1.20 -0.001
C 2.26 5.01 2.30 -0.183
C 3.34 4.28 2.67 -0.001
C 3.64 3.19 1.84 -0.059
N 1.98 6.21 3.08 -0.341
O 1.41 7.13 2.48 0.052
O 2.32 6.31 4.24 0.079
H 2.96 1.87 0.27 0.117
H 1.06 3.29 -0.26 0.099
H 0.65 5.41 0.90 0.127
H 3.98 4.55 3.55 0.145
H 4.48 2.49 2.03 0.120
C 1.19 -3.95 5.47 -0.084
C 2.32 -4.16 6.30 -0.066
C 3.44 -3.37 6.23 -0.008
C 3.39 -2.33 5.30 -0.134
C 2.30 -2.05 4.51 0.002
C 1.18 -2.88 4.64 -0.081
N 4.57 -1.40 5.40 -0.342
O 5.58 -1.79 5.94 0.075
O 4.38 -0.27 4.97 0.067
H 0.34 -4.59 5.60 0.102
H 2.26 -5.03 6.97 0.116
H 4.23 -3.57 6.90 0.109
H 2.41 -1.23 3.81 0.119
H 0.29 -2.67 4.00 0.123
C 0.60 -5.86 -0.15 -0.060
C 0.34 -4.44 -0.57 -0.192
O 0.02 -4.38 -1.99 0.070
C -0.47 -3.19 -2.35 -0.533
O -0.29 -2.20 -1.61 -0.044
O -1.10 -3.09 -3.48 0.000
C -1.22 -4.04 -4.53 0.022
H -0.24 -6.57 -0.31 0.094
H 0.76 -5.73 0.94 0.090
H 1.50 -6.19 -0.61 0.072
H 1.26 -3.82 -0.46 0.153
H -0.53 -4.05 -0.01 0.138
H -1.54 -5.01 -4.15 0.106
H -0.28 -4.00 -5.06 0.107
H -2.06 -3.64 -5.13 0.120
C -1.99 5.53 -2.52 -0.046
C -2.93 4.45 -2.05 -0.120
O -2.25 3.12 -1.88 0.097
C -2.85 2.22 -1.24 -0.598
O -2.26 1.12 -1.07 -0.072
O -4.00 2.49 -0.78 0.075
C -4.76 1.27 -0.46 0.056
H -2.63 6.36 -2.82 0.095
H -1.52 5.18 -3.46 0.090
H -1.19 5.72 -1.80 0.090
H -3.64 4.27 -2.86 0.139
H -3.38 4.66 -1.08 0.132
H -4.79 0.68 -1.37 0.097
H -5.76 1.63 -0.20 0.109
H -4.39 0.81 0.47 0.120
```

***

Record 2
A molecular structure, C21H20AsCrNOS, computed with ωB97M-V/def2-TZVPD.

HOMO-LUMO gap (spin up / spin down) = 7.212 / 7.588 eV
⟨S²⟩ = 6.0369
E_HOMO (spin up / spin down) = -0.25099 / -0.26597 Eh
2S+1 = 5

```
46
Properties=species:S:1:pos:R:3:lowdin_charge:R:1
Cr -0.45 -1.95 1.06 0.341
N -0.89 -5.23 -1.35 0.198
C -0.78 -4.35 -0.36 -0.507
O -0.75 -3.13 -0.62 -0.096
C -0.73 -4.81 1.07 -0.217
C 0.09 -3.80 1.89 -0.275
H -0.89 -4.91 -2.30 0.123
H -0.85 -6.22 -1.17 0.115
H -0.40 -5.86 1.11 0.107
H -1.77 -4.81 1.40 0.124
H 1.16 -4.00 1.73 0.042
H -0.10 -3.93 2.95 0.032
S -0.31 -0.72 3.04 0.580
C -0.52 1.02 2.76 -0.701
C -0.49 1.87 3.87 -0.130
C -0.66 3.24 3.74 -0.092
C -0.86 3.81 2.48 -0.099
C -0.88 2.99 1.37 -0.104
C -0.70 1.61 1.51 -0.423
As -0.75 0.41 0.01 1.297
C 1.17 0.08 -0.27 -0.411
C 1.54 -0.67 -1.39 -0.127
C 2.87 -0.94 -1.65 -0.082
C 3.85 -0.48 -0.78 -0.086
C 3.49 0.25 0.35 -0.070
C 2.15 0.53 0.60 -0.092
C -1.08 1.56 -1.50 -0.395
C -0.08 2.38 -2.02 -0.104
C -0.36 3.23 -3.09 -0.078
C -1.64 3.25 -3.64 -0.087
C -2.63 2.43 -3.13 -0.086
C -2.35 1.58 -2.07 -0.112
H -0.34 1.44 4.85 0.096
H -0.64 3.87 4.62 0.101
H -1.00 4.88 2.37 0.097
H -1.03 3.42 0.39 0.093
H 0.77 -1.03 -2.07 0.105
H 3.15 -1.51 -2.53 0.102
H 4.89 -0.70 -0.97 0.101
H 4.25 0.60 1.04 0.106
H 1.87 1.09 1.49 0.102
H 0.91 2.37 -1.59 0.108
H 0.41 3.87 -3.48 0.104
H -1.85 3.91 -4.47 0.102
H -3.63 2.44 -3.56 0.102
H -3.13 0.94 -1.67 0.098
```

***

no.,total energy (a.u.)
1,-3225.70075
2,-4620.67326